Record 1
{
  "formula": "C5H11N2",
  "method": "ωB97M-V/def2-TZVPD",
  "e_above_lowest_kcal_mol": 110.07,
  "lumo_ev": [-3.4, -7.5],
  "multiplicity": 3,
  "total_charge": 1,
  "e_tot_ev": -8328.404,
  "species": ["C", "C", "C", "C", "C", "N", "N", "H", "H", "H", "H", "H", "H", "H", "H", "H", "H", "H"],
  "coordinates": [[3.367, -0.795, -0.753], [-0.817, 1.232, 0.961], [-0.294, 0.417, -1.343], [-0.747, -1.327, 0.376], [-0.371, 0.104, 0.123], [2.485, -0.492, -0.108], [1.522, -0.132, 0.559], [3.922, -1.377, -1.408], [-1.202, 0.919, 1.853], [0.086, 1.953, 0.884], [-1.550, 1.772, 0.264], [0.606, -0.202, -1.711], [-0.088, 1.460, -1.513], [-1.233, 0.231, -1.804], [-1.894, -1.158, 0.311], [-0.281, -2.122, -0.367], [-0.748, -1.798, 1.441], [1.622, 0.089, 1.540]],
  "atomic_forces_ev_per_a": [[7.87, -2.28, -3.51], [1.68, 2.00, -4.21], [2.70, -0.81, 0.62], [-1.92, -1.45, 0.81], [1.14, -1.56, -0.80], [-7.15, 2.43, 5.02], [-2.07, 1.00, -0.53], [0.28, -0.60, -1.70], [-0.81, -0.07, 2.63], [-1.48, -0.78, 1.07], [0.50, -0.63, 1.46], [-1.81, 0.81, -0.28], [0.28, 0.47, 0.00], [-0.65, -0.74, -0.66], [1.35, -1.09, -0.64], [-1.35, 1.89, 1.34], [0.73, 1.28, -1.55], [0.71, 0.14, 0.92]],
  "lowdin_spin": [0.732, 0.020, 0.011, 0.034, 0.158, 0.339, 0.568, 0.068, 0.001, 0.009, 0.006, 0.001, 0.001, 0.004, 0.016, 0.001, 0.004, 0.029]
}

=====

Record 2
{
  "formula": "C5H11N2O",
  "method": "ωB97M-V/def2-TZVPD",
  "e_above_lowest_kcal_mol": 117.31,
  "lumo_ev": -4.3,
  "total_charge": 1,
  "e_tot_ev": -10380.518,
  "species": ["C", "C", "C", "C", "C", "N", "N", "O", "H", "H", "H", "H", "H", "H", "H", "H", "H", "H", "H"],
  "coordinates": [[1.665, 0.737, -0.391], [-0.411, -0.365, -0.832], [2.282, 0.304, 0.819], [-0.410, -1.804, -0.153], [-2.379, 0.794, 0.084], [-0.143, 1.532, 0.464], [-0.878, 0.756, 0.013], [0.878, 0.059, -1.208], [2.160, 1.527, -0.974], [-1.009, -0.330, -1.810], [3.430, 0.118, 0.654], [1.856, -0.517, 1.312], [2.296, 1.175, 1.485], [-0.463, -1.839, 0.958], [0.622, -2.199, -0.407], [-1.312, -2.499, -0.476], [-2.750, 1.438, -0.663], [-2.579, 1.368, 1.053], [-2.856, -0.254, 0.074]],
  "atomic_forces_ev_per_a": [[-2.21, 1.22, -0.95], [0.42, -2.01, -1.64], [3.41, 0.57, 0.74], [-0.61, -0.58, -0.19], [-0.47, -0.48, 3.30], [3.01, 2.33, 0.98], [-2.91, -2.11, -1.26], [0.11, -0.48, -0.56], [-0.16, -0.08, 0.46], [0.76, -0.28, 1.50], [-2.06, 0.12, 0.03], [-0.67, -1.14, 0.56], [-0.04, -0.15, 0.02], [0.04, 0.65, -0.64], [-1.56, -0.05, -0.01], [2.16, 1.52, 0.17], [-0.24, 0.41, -1.33], [0.03, -1.19, -1.18], [0.98, 1.74, -0.01]],
  "lowdin_charge": [-0.131, -0.278, -0.036, 0.000, 0.042, 0.270, -0.225, -0.011, 0.165, 0.194, 0.161, 0.070, 0.112, 0.086, 0.106, 0.129, 0.083, 0.130, 0.134]
}

=====

Record 3
{
  "formula": "C5H11N2O",
  "method": "ωB97M-V/def2-TZVPD",
  "e_above_lowest_kcal_mol": 13.55,
  "lumo_ev": -2.8,
  "total_charge": 1,
  "e_tot_ev": -10385.018,
  "species": ["C", "C", "C", "C", "N", "C", "N", "H", "H", "H", "H", "H", "H", "H", "H", "H", "H", "H", "O"],
  "coordinates": [[2.888, -0.327, 0.132], [1.852, -0.430, -1.019], [0.405, -0.350, -0.626], [-0.303, 0.673, -0.071], [-1.601, 0.213, 0.140], [-1.689, -0.995, -0.380], [-0.500, -1.316, -0.945], [3.234, 0.709, 0.121], [2.486, -0.470, 1.134], [3.802, -0.881, -0.061], [2.025, -1.308, -1.650], [2.094, 0.389, -1.699], [0.127, 1.639, 0.133], [-2.337, 0.934, 0.413], [-2.575, -1.586, -0.530], [-0.313, -2.301, -1.130], [-2.884, 1.423, 2.612], [-3.578, 2.423, 1.759], [-3.134, 1.561, 1.668]],
  "atomic_forces_ev_per_a": [[-0.12, 1.16, -0.29], [0.48, -0.15, -0.20], [1.02, 0.90, -0.80], [0.66, -0.96, 0.08], [0.59, 1.53, -1.08], [-0.10, 0.15, -1.02], [-1.26, -1.17, 1.79], [-0.02, 0.04, 0.22], [0.02, -0.52, -0.12], [-0.24, -0.49, 0.12], [-0.20, -0.16, 0.34], [-0.34, 0.09, -0.04], [-0.60, 0.13, 0.42], [0.44, -1.55, 0.35], [-0.13, 0.03, 0.34], [0.28, 0.46, -0.35], [0.03, -0.37, -0.96], [-0.03, -0.28, -0.54], [-0.46, 1.15, 1.75]],
  "lowdin_charge": [-0.073, -0.162, -0.228, 0.019, 0.104, -0.047, 0.152, 0.073, 0.077, 0.077, 0.115, 0.119, 0.146, 0.128, 0.159, 0.190, 0.103, 0.092, -0.044]
}

=====

Record 4
{
  "formula": "C5H11N2OS2",
  "method": "ωB97M-V/def2-TZVPD",
  "e_above_lowest_kcal_mol": 2.53,
  "lumo_ev": -3.6,
  "total_charge": 1,
  "e_tot_ev": -32052.977,
  "species": ["O", "C", "C", "C", "N", "C", "C", "N", "S", "S", "H", "H", "H", "H", "H", "H", "H", "H", "H", "H", "H"],
  "coordinates": [[-0.221, 0.184, -2.571], [-0.022, -0.652, -1.485], [1.344, -0.411, -0.802], [1.340, 0.790, 0.130], [0.302, 0.587, 1.176], [-1.048, 0.537, 0.570], [-1.178, -0.608, -0.446], [-2.530, -0.472, -0.969], [-2.951, -1.089, -2.539], [-2.924, 0.881, -2.027], [-0.442, 1.090, -2.312], [-0.007, -1.654, -1.927], [1.648, -1.308, -0.262], [2.074, -0.235, -1.593], [2.315, 0.907, 0.608], [1.109, 1.711, -0.411], [0.492, -0.301, 1.661], [0.335, 1.339, 1.875], [-1.248, 1.490, 0.072], [-1.805, 0.396, 1.344], [-1.172, -1.566, 0.090]],
  "atomic_forces_ev_per_a": [[0.54, 0.74, -0.34], [0.15, -0.40, 0.44], [-0.41, -0.01, -0.18], [0.76, -0.13, -0.56], [0.05, 0.11, 0.42], [-1.02, -0.34, -0.33], [0.66, 0.15, -0.54], [-0.67, -0.02, 0.41], [0.07, -0.26, -0.08], [-0.36, 0.22, 0.14], [-0.04, -0.26, -0.12], [-0.02, 0.08, 0.18], [0.10, -0.07, 0.13], [0.03, -0.07, 0.06], [-0.19, 0.06, 0.07], [-0.09, -0.03, 0.19], [-0.04, 0.27, 0.00], [0.04, -0.25, -0.12], [0.24, 0.02, 0.15], [0.18, 0.10, 0.05], [0.02, 0.10, 0.03]],
  "lowdin_charge": [-0.092, -0.385, -0.093, -0.108, 0.066, -0.095, -0.371, -0.735, 0.623, 0.590, 0.056, 0.154, 0.130, 0.140, 0.143, 0.145, 0.197, 0.197, 0.126, 0.151, 0.162]
}

=====

Record 5
{
  "formula": "C5H11N2S",
  "method": "ωB97M-V/def2-TZVPD",
  "e_above_lowest_kcal_mol": 14.00,
  "lumo_ev": 4.0,
  "total_charge": -1,
  "e_tot_ev": -19177.786,
  "species": ["C", "C", "S", "N", "H", "H", "H", "H", "H", "H", "C", "C", "C", "N", "H", "H", "H", "H", "H"],
  "coordinates": [[-0.394, 2.112, -1.090], [-0.863, 0.731, -1.688], [0.361, -0.539, -1.254], [0.972, 2.471, -1.582], [-0.358, 2.066, 0.028], [-1.067, 2.959, -1.327], [-1.135, 0.917, -2.764], [-1.837, 0.476, -1.225], [0.892, 2.597, -2.574], [1.635, 1.767, -1.424], [-0.267, -1.927, 2.496], [-0.544, -2.762, 1.449], [1.109, -0.641, 1.222], [0.239, -0.613, 2.213], [-0.573, -2.171, 3.524], [-0.395, -2.496, 0.397], [-1.061, -3.674, 1.722], [1.622, 0.270, 0.920], [1.665, -1.542, 0.955]],
  "atomic_forces_ev_per_a": [[0.89, -0.57, 0.17], [-0.77, 1.33, 0.77], [-0.16, -0.40, -0.99], [-1.96, 2.00, 0.37], [0.00, -0.21, -0.87], [0.17, -0.40, -0.16], [0.75, -0.51, 0.55], [0.32, 0.07, -0.06], [0.16, -0.02, -0.48], [0.62, -1.49, 0.31], [-0.37, 0.58, -2.25], [-0.15, 0.29, 1.73], [-0.06, 0.98, 1.76], [1.09, -1.49, -0.65], [0.26, 0.26, -0.44], [-0.05, -0.01, 0.52], [0.09, -0.28, -0.29], [-0.40, 0.03, 0.20], [-0.43, -0.16, -0.21]],
  "lowdin_charge": [-0.370, -0.682, 0.399, -0.054, 0.093, 0.083, 0.048, 0.034, 0.033, -0.025, -0.279, -0.054, -0.288, -0.075, 0.072, -0.019, 0.016, 0.020, 0.050]
}

=====

Record 6
{
  "formula": "C5H11N2S",
  "method": "ωB97M-V/def2-TZVPD",
  "e_above_lowest_kcal_mol": 120.92,
  "lumo_ev": [-4.8, -4.8],
  "total_charge": 1,
  "e_tot_ev": -19167.642,
  "species": ["C", "C", "C", "C", "C", "N", "N", "S", "H", "H", "H", "H", "H", "H", "H", "H", "H", "H", "H"],
  "coordinates": [[1.310, -1.373, 0.297], [0.205, -2.474, -0.025], [0.671, -0.076, 0.061], [-0.951, -2.207, -0.440], [-3.017, 0.765, 0.167], [-0.541, 0.001, -0.213], [2.352, 2.281, -0.109], [-1.553, 1.320, -0.640], [1.478, -1.353, 1.317], [0.708, -3.433, -0.060], [1.308, 0.823, 0.269], [2.221, -1.750, -0.217], [-1.873, -2.208, -0.866], [-2.957, 1.290, 1.163], [-3.071, -0.255, 0.285], [-3.707, 1.106, -0.664], [1.896, 2.820, 0.622], [2.212, 2.373, -1.085], [3.309, 2.350, 0.136]],
  "atomic_forces_ev_per_a": [[-1.81, -1.94, -2.00], [2.76, 0.14, 0.26], [1.23, 1.35, 0.18], [1.69, 3.01, 0.85], [-0.22, 3.51, -0.28], [-1.46, -2.29, -0.91], [0.28, -0.69, 1.96], [1.89, -0.69, -0.28], [0.76, -0.43, 2.36], [-0.59, -0.50, 0.19], [-0.24, -0.37, -0.43], [-0.49, 1.06, 0.10], [-2.30, -0.36, -0.92], [-1.20, -0.60, -1.13], [-0.04, -2.31, 0.10], [-0.28, -0.21, 1.89], [-0.58, 0.46, -1.18], [-0.53, 0.96, -0.54], [1.13, -0.11, -0.23]],
  "lowdin_charge": [-0.066, -0.077, -0.211, 0.279, -0.376, -0.288, 0.032, 0.913, 0.105, 0.139, 0.088, 0.152, 0.062, 0.067, -0.005, 0.063, 0.058, 0.038, 0.028]
}

=====

Record 7
{
  "formula": "C5H11N2S",
  "method": "ωB97M-V/def2-TZVPD",
  "e_above_lowest_kcal_mol": 59.92,
  "lumo_ev": -4.4,
  "total_charge": 1,
  "e_tot_ev": -19170.288,
  "species": ["C", "C", "C", "N", "C", "N", "C", "S", "H", "H", "H", "H", "H", "H", "H", "H", "H", "H", "H"],
  "coordinates": [[1.494, 1.061, 0.443], [1.124, -0.364, 0.288], [2.021, -1.536, 0.206], [-0.136, -0.614, -0.084], [-1.355, 0.181, -0.108], [-1.181, 1.564, 0.044], [-2.447, -0.288, -1.038], [-2.602, -0.559, 0.803], [1.271, 1.425, 1.404], [0.811, 1.822, -0.187], [2.660, 1.119, 0.286], [1.620, -2.382, -0.385], [2.313, -1.958, 1.260], [2.943, -1.210, -0.243], [-0.561, -1.612, -0.120], [-1.331, 2.035, 0.914], [-1.093, 2.191, -0.752], [-3.237, 0.362, -1.260], [-2.314, -1.239, -1.470]],
  "atomic_forces_ev_per_a": [[2.18, 1.13, -2.21], [-3.69, -0.21, -2.11], [0.77, -1.15, 1.96], [0.19, -2.59, 0.59], [0.38, 2.82, -0.74], [-0.02, 0.95, -0.73], [1.03, -0.72, 2.70], [-1.39, -1.09, 0.88], [-0.05, 0.19, 1.62], [2.22, -2.24, 1.04], [-2.37, 0.26, 0.22], [-0.02, 0.63, 0.40], [-0.60, 0.94, -1.76], [0.51, 0.07, -0.17], [1.99, 1.56, 0.03], [-0.27, -0.24, 0.23], [-0.36, -0.59, 0.20], [-0.47, 0.97, -1.06], [-0.04, -0.68, -1.11]],
  "lowdin_charge": [-0.013, -0.233, 0.000, 0.102, -0.913, 0.037, -0.187, 0.973, 0.076, 0.134, 0.140, 0.105, 0.155, 0.088, 0.178, 0.106, 0.122, 0.068, 0.062]
}